Molecular formula: C16H46BINO17P4
Method: DFT, ωB97M-V/def2-TZVPD

Last column: Mulliken charge in e.
CARTESIAN COORDINATES (ANGSTROEM)
C -0.674 3.650 1.433  -1.032
B -0.238 2.235 0.813  0.457
O 1.194 2.036 0.665  -0.645
N -1.068 1.229 0.372  -0.697
C -2.287 1.064 1.117  -0.478
C -3.576 1.263 0.233  -0.096
C -4.651 2.139 0.888  -1.138
I -3.119 1.946 -1.772  -0.119
H -0.029 4.440 1.052  0.253
H -1.730 3.852 1.285  0.288
H -0.518 3.616 2.519  0.318
H 1.347 1.919 -0.273  0.258
H -2.343 1.676 2.029  0.394
H -2.320 0.012 1.438  0.080
H -4.014 0.283 0.078  0.311
H -5.236 2.630 0.116  0.340
H -4.189 2.858 1.558  0.340
H -5.325 1.502 1.459  0.217
C 1.751 -1.022 1.154  -0.567
O 2.240 -2.387 1.082  -0.452
P 3.814 -2.586 0.696  1.109
O 4.528 -1.544 1.457  -0.675
O 3.571 -2.180 -0.877  -0.365
C 2.499 -2.801 -1.594  -0.861
O 5.067 -3.603 0.343  -0.355
C 5.197 -4.264 -0.923  -0.464
H 0.666 -1.060 1.062  0.235
H 2.003 -0.589 2.117  0.290
H 2.148 -0.411 0.352  0.325
H 1.699 -2.077 -1.745  0.286
H 2.096 -3.667 -1.067  0.415
H 2.876 -3.125 -2.566  0.296
H 5.508 -3.555 -1.685  0.205
H 4.269 -4.755 -1.215  0.299
H 5.973 -5.019 -0.826  0.248
C -5.582 -2.758 2.794  -0.580
O -5.589 -3.257 1.460  -0.442
P -6.710 -2.575 0.430  1.217
O -6.589 -1.165 0.871  -0.562
O -7.938 -3.387 1.175  -0.372
C -7.863 -4.814 1.262  -0.818
O -7.642 -2.239 -0.911  -0.361
C -8.735 -3.059 -1.322  -0.566
H -5.083 -3.509 3.408  0.264
H -5.018 -1.829 2.845  0.189
H -6.595 -2.606 3.169  0.312
H -7.643 -5.103 2.290  0.253
H -7.095 -5.229 0.608  0.413
H -8.830 -5.230 0.975  0.278
H -9.580 -2.918 -0.650  0.239
H -8.458 -4.112 -1.365  0.274
H -9.028 -2.740 -2.321  0.262
C 9.925 -4.396 -0.166  -0.583
O 10.210 -3.585 -1.306  -0.425
P 9.419 -3.992 -2.693  1.067
O 8.063 -4.329 -2.226  -0.462
O 10.380 -5.314 -2.898  -0.372
C 11.803 -5.152 -2.837  -0.858
O 9.139 -3.860 -4.313  -0.396
C 10.055 -4.335 -5.303  -0.555
H 10.746 -4.250 0.535  0.237
H 8.999 -4.072 0.303  0.236
H 9.866 -5.451 -0.434  0.325
H 12.175 -5.578 -1.906  0.250
H 12.102 -4.105 -2.890  0.432
H 12.248 -5.687 -3.677  0.297
H 10.024 -5.422 -5.346  0.236
H 11.070 -3.992 -5.113  0.282
H 9.731 -3.938 -6.263  0.275
C -5.545 7.271 3.199  -0.612
O -5.619 7.491 1.796  -0.448
P -4.193 7.269 0.945  1.142
O -3.706 6.078 1.683  -0.581
O -3.584 8.684 1.539  -0.359
C -4.315 9.894 1.314  -0.813
O -3.025 7.173 -0.233  -0.267
C -2.381 8.314 -0.798  -0.608
H -6.402 7.781 3.645  0.237
H -5.615 6.208 3.416  0.245
H -4.627 7.681 3.619  0.316
H -4.775 10.217 2.248  0.248
H -5.095 9.773 0.561  0.400
H -3.618 10.662 0.977  0.281
H -1.676 8.735 -0.083  0.261
H -3.100 9.071 -1.111  0.286
H -1.830 7.979 -1.675  0.261

Kohn-Sham gap: 2.890 eV
HOMO energy: -2.596 eV
Charge: -1


Molecular formula: C29H29N4O7PS2SeW
Method: DFT, ωB97M-V/def2-TZVPD

Last column: Mulliken charge in e.
CARTESIAN COORDINATES (ANGSTROEM)
W 2.351 0.179 3.242  0.899
C 3.187 2.321 4.067  -0.848
C 1.822 2.182 4.385  -0.396
C 1.690 1.070 5.272  -0.591
C 2.975 0.523 5.470  -0.254
C 3.894 1.280 4.699  -0.338
H 3.596 3.062 3.406  0.627
H 1.056 2.828 3.992  0.624
H 0.785 0.684 5.711  0.384
H 3.210 -0.366 6.036  0.641
H 4.943 1.059 4.581  0.453
C -7.601 -3.238 -5.840  -0.849
O -6.200 -3.447 -5.948  -0.451
C -5.421 -3.074 -4.916  0.917
C -4.051 -3.312 -5.070  -0.604
C -3.172 -2.964 -4.074  -0.553
C -3.632 -2.367 -2.895  0.136
C -4.994 -2.144 -2.746  -0.783
C -5.894 -2.490 -3.744  -0.577
C -2.667 -2.002 -1.862  0.310
N -1.418 -2.414 -1.808  -0.805
C -0.890 -1.809 -0.705  1.162
C -1.823 -1.019 -0.073  0.238
N -2.965 -1.159 -0.822  -0.092
C -1.543 -0.276 1.106  0.116
C -2.476 0.481 1.820  -0.946
C -2.075 1.116 2.965  -1.304
C -0.748 1.031 3.361  -0.109
N 0.182 0.352 2.692  0.140
C -0.220 -0.332 1.587  0.194
C 0.762 -1.137 0.923  0.016
N 2.016 -1.099 1.426  0.588
C 2.969 -1.793 0.821  -0.217
C 2.716 -2.611 -0.280  -1.060
C 1.449 -2.678 -0.793  -0.736
C 0.443 -1.902 -0.202  0.481
H -8.029 -3.607 -6.767  0.243
H -7.833 -2.177 -5.730  0.345
H -8.018 -3.798 -5.000  0.348
H -3.708 -3.771 -5.987  0.436
H -2.112 -3.146 -4.190  0.457
H -5.393 -1.716 -1.832  0.262
H -6.947 -2.310 -3.595  0.412
H -3.833 -0.666 -0.708  0.249
H -3.503 0.551 1.484  0.504
H -2.762 1.695 3.563  0.492
H -0.454 1.549 4.255  0.443
H 3.965 -1.703 1.224  0.654
H 3.532 -3.178 -0.704  0.505
H 1.206 -3.293 -1.650  0.615
C 1.207 2.117 -2.974  -1.361
C 1.642 1.277 -1.799  -0.020
O 1.045 1.791 -0.574  -0.303
P 1.881 2.663 0.451  0.871
S 0.742 3.659 1.643  -0.357
S 3.326 1.431 1.305  -0.557
O 2.782 3.522 -0.532  -0.251
C 3.613 4.613 -0.059  -0.189
C 3.603 5.701 -1.103  -1.371
H 1.619 1.699 -3.893  0.422
H 1.562 3.141 -2.867  0.270
H 0.120 2.127 -3.056  0.306
H 2.727 1.254 -1.692  0.400
H 1.282 0.254 -1.887  0.266
H 4.613 4.208 0.100  0.294
H 3.216 4.973 0.891  0.358
H 3.969 5.324 -2.058  0.301
H 4.252 6.518 -0.785  0.433
H 2.595 6.091 -1.239  0.309
O 3.219 -3.677 3.064  -0.585
Se 3.215 -2.436 4.055  1.283
O 3.746 -2.574 5.547  -0.650
O 3.954 -1.051 3.292  -0.634
O 1.706 -1.594 4.023  -0.613

Kohn-Sham gap (spin up / spin down): 6.604 / 5.628 eV
HOMO energy (spin up / spin down): -10.359 / -10.356 eV
Charge: +1
Spin multiplicity: 2


Molecular formula: C23H22N2O3
Method: DFT, ωB97M-V/def2-TZVPD

Last column: Mulliken charge in e.
CARTESIAN COORDINATES (ANGSTROEM)
O -2.950 -0.920 1.759  -0.631
C -2.791 -1.443 0.677  0.223
N -3.804 -1.688 -0.195  -0.108
C -5.108 -1.097 -0.020  -0.833
C -5.246 0.212 -0.818  -1.136
C -4.210 1.192 -0.345  0.663
C -4.471 2.019 0.739  -0.385
C -3.489 2.855 1.238  -0.602
C -2.230 2.866 0.663  -0.469
C -1.959 2.050 -0.421  -0.569
C -2.947 1.220 -0.922  -0.262
C -1.455 -1.924 0.203  0.196
C -1.294 -3.158 -0.418  -0.454
C -0.034 -3.582 -0.800  -0.981
C 1.071 -2.778 -0.585  -0.593
C 0.908 -1.547 0.036  0.102
N 2.039 -0.721 0.271  0.470
C 3.194 -1.179 0.888  0.105
O 3.371 -2.304 1.266  -0.595
C 4.167 -0.019 0.971  0.244
C 5.476 -0.367 0.236  -0.977
C 6.257 0.887 -0.007  -0.502
C 5.629 1.934 -0.517  -0.478
C 4.171 1.813 -0.833  -0.944
C 3.428 1.170 0.355  0.503
C 2.091 0.613 -0.093  -0.252
O 1.229 1.194 -0.696  -0.597
C -0.347 -1.122 0.443  -0.003
H -3.564 -1.986 -1.128  0.320
H -5.216 -0.890 1.047  0.391
H -5.871 -1.816 -0.332  0.390
H -5.114 0.001 -1.882  0.359
H -6.250 0.609 -0.665  0.435
H -5.448 2.000 1.200  0.388
H -3.704 3.490 2.084  0.383
H -1.458 3.509 1.060  0.417
H -0.976 2.044 -0.866  0.502
H -2.729 0.586 -1.771  0.344
H -2.149 -3.799 -0.575  0.584
H 0.092 -4.546 -1.270  0.385
H 2.055 -3.106 -0.882  0.467
H 4.406 0.158 2.023  0.334
H 6.039 -1.094 0.819  0.422
H 5.228 -0.828 -0.726  0.338
H 7.306 0.902 0.244  0.408
H 6.126 2.870 -0.717  0.411
H 3.722 2.777 -1.065  0.436
H 4.049 1.170 -1.712  0.339
H 3.242 1.947 1.102  0.296
H -0.482 -0.173 0.938  0.515

Kohn-Sham gap: 9.505 eV
SMILES string: O=C(NCCc1ccccc1)c1cccc(N2C(=O)[C@H]3CC=CC[C@H]3C2=O)c1
HOMO energy: -8.802 eV


> What is the formula in the third record?

C23H22N2O3